[1]
C29H52BBiN6Te as an isolated structure. Source: the Open Molecules 2025 dataset; level of theory: wB97M-V/def2-TZVPD.

Results
E (eV): -53655.48692
Total charge: +2
Frontier orbital gap (eV): 6.65

Each line ends with the Mulliken charge.
Element x y z (Å)
Bi 0.374 -0.486 1.430  1.111
C 4.646 -2.207 0.393  -1.377
C 4.048 -0.843 0.760  0.655
C 3.439 -0.891 2.153  -1.410
C 3.117 -0.380 -0.327  -0.476
C 3.467 -0.125 -1.634  -1.258
C 2.319 0.276 -2.302  0.704
C 2.303 0.491 -3.792  0.281
C 1.792 -0.792 -4.465  -1.409
C 1.633 1.758 -4.321  -1.415
N 1.293 0.275 -1.421  0.851
N 1.794 -0.135 -0.200  -0.385
B -0.220 0.697 -1.555  1.239
N -0.576 1.767 -0.457  1.136
N -0.327 1.516 0.879  -0.694
C -0.708 2.590 1.606  -0.630
C -1.206 3.532 0.733  -1.005
C -1.130 2.997 -0.544  0.409
C -1.716 3.685 -1.747  0.209
C -3.026 2.992 -2.137  -1.221
C -0.780 3.902 -2.933  -1.442
C -0.573 2.756 3.095  0.732
C 0.363 3.935 3.398  -1.414
C -0.109 1.517 3.844  -1.430
N -1.116 -0.571 -1.335  1.098
N -0.995 -1.239 -0.130  -1.069
C -1.785 -2.341 -0.167  -0.592
C -2.406 -2.370 -1.392  -1.175
C -1.976 -1.259 -2.113  0.359
C -2.532 -0.995 -3.500  0.405
C -1.860 -0.001 -4.438  -1.470
C -4.032 -0.674 -3.365  -1.434
C -1.991 -3.348 0.934  0.714
C -1.038 -3.232 2.112  -1.609
C -3.445 -3.291 1.423  -1.370
H 5.390 -2.500 1.133  0.424
H 5.131 -2.185 -0.581  0.402
H 3.867 -2.973 0.367  0.324
H 4.862 -0.113 0.780  0.433
H 2.714 -1.712 2.243  0.045
H 2.981 0.060 2.454  0.227
H 4.210 -1.094 2.895  0.557
H 4.450 -0.210 -2.067  0.549
H 3.362 0.575 -4.041  0.577
H 0.811 -1.078 -4.082  0.291
H 2.472 -1.625 -4.286  0.391
H 1.712 -0.645 -5.543  0.431
H 0.561 1.636 -4.440  0.070
H 2.042 1.986 -5.305  0.538
H 1.821 2.616 -3.676  0.254
H -0.410 1.152 -2.621  -0.911
H -1.595 4.504 0.986  0.570
H -1.975 4.675 -1.368  0.594
H -2.859 1.931 -2.318  -0.052
H -3.437 3.438 -3.043  0.417
H -3.771 3.084 -1.345  0.446
H -0.628 2.995 -3.507  0.040
H 0.192 4.283 -2.615  0.388
H -1.224 4.643 -3.599  0.517
H -1.570 3.015 3.460  0.438
H 1.377 3.718 3.053  0.344
H 0.398 4.117 4.471  0.436
H 0.028 4.849 2.911  0.412
H 0.905 1.219 3.551  0.103
H -0.804 0.673 3.738  0.261
H -0.054 1.726 4.912  0.499
H -3.094 -3.122 -1.741  0.710
H -2.462 -1.975 -3.980  0.573
H -2.000 1.031 -4.123  0.144
H -2.325 -0.103 -5.419  0.562
H -0.800 -0.193 -4.561  0.101
H -4.187 0.265 -2.833  0.284
H -4.573 -1.457 -2.836  0.432
H -4.468 -0.574 -4.359  0.451
H -1.830 -4.325 0.470  0.465
H -1.220 -2.326 2.703  0.242
H 0.018 -3.284 1.820  0.263
H -1.195 -4.061 2.802  0.567
H -3.651 -2.329 1.899  0.323
H -3.624 -4.080 2.153  0.435
H -4.150 -3.421 0.604  0.404
C 0.113 -1.614 6.844  -1.106
Te 1.277 -1.695 5.066  0.497
C 2.459 -3.346 5.698  -1.079
H -0.283 -2.606 7.043  0.350
H -0.708 -0.917 6.694  0.336
H 0.740 -1.278 7.663  0.370
H 3.096 -3.030 6.518  0.363
H 3.069 -3.680 4.863  0.338
H 1.795 -4.147 6.012  0.340

Atoms 1-2, force components in eV/Å:
Bi -0.044 0.016 -0.101
C -0.013 0.007 0.015

[2]
The molecule C7H11NS3 in a non-equilibrium geometry. Source: the Open Molecules 2025 dataset; level of theory: wB97M-V/def2-TZVPD.

Results
E (eV): -41431.28097
Frontier orbital gap (spin up / spin down) (eV): 6.54 / 6.54
ΔE to the lowest compared entry with this formula, charge and spin (kcal/mol): 48.7

Each line ends with the natural charge from an NBO analysis.
Element x y z (Å)
C 1.521 -0.603 -0.314  -0.372
C 2.051 0.891 -0.027  -0.384
C -0.604 0.882 -0.111  -0.151
C 2.171 -2.863 0.541  -0.594
C -2.241 2.657 0.181  -0.409
C -2.986 0.371 -0.216  -0.409
C 2.465 -1.734 -0.447  -0.451
N -1.890 1.307 -0.187  -0.401
S 3.624 1.313 0.070  -0.170
S -0.168 -0.746 -0.363  0.532
S 0.693 1.992 0.140  0.467
H 1.195 -3.302 0.340  0.191
H 2.178 -2.481 1.560  0.211
H 2.926 -3.640 0.457  0.211
H -2.481 2.733 1.246  0.199
H -3.112 2.959 -0.400  0.213
H -1.417 3.331 -0.042  0.223
H -2.647 -0.601 -0.564  0.220
H -3.750 0.742 -0.902  0.212
H -3.435 0.257 0.776  0.201
H 2.442 -2.130 -1.469  0.205
H 3.466 -1.332 -0.269  0.257

Atoms 1-2, force components in eV/Å:
C 1.643 5.404 0.997
C -2.224 -5.412 -1.138